Below is a 8-piece molecular cluster, C4H25NO7S2 overall, with properties calculated with the ωB97M-V functional and the def2-TZVPD basis.

The geometry in ORCA input format:
```
! wB97M-V def2-TZVPD RIJCOSX def2/J DEFGRID3
* xyz 0 1
N -0.545 2.269 0.713
C -1.915 1.701 0.498
C -2.312 0.904 1.725
C -1.944 0.840 -0.783
S -0.610 -0.391 -0.906
S -1.274 -2.261 -0.787
C -1.715 -2.843 -2.439
H -0.636 3.134 1.252
H -0.029 2.434 -0.094
H -2.641 2.497 0.322
H -1.606 0.085 1.922
H -3.328 0.475 1.629
H -2.339 1.548 2.625
H -1.852 1.492 -1.643
H -2.957 0.316 -0.815
H -2.529 -2.297 -2.919
H -0.879 -2.851 -3.158
H -2.107 -3.894 -2.351
H 2.159 1.921 -0.465
H 2.121 1.702 1.063
O 2.709 1.568 0.268
H 3.000 -0.108 0.215
H 2.569 -1.382 -0.537
O 3.131 -1.059 0.181
H 0.189 0.842 -3.937
H 1.521 0.280 -3.383
O 1.155 1.048 -3.689
H 0.213 -1.752 2.710
H -0.998 -2.581 2.725
O -0.686 -1.694 2.920
H 0.178 0.592 3.448
H 0.473 1.124 2.025
O 0.857 0.880 2.866
H 1.230 2.121 -2.410
H 1.807 3.504 -1.960
O 1.289 2.784 -1.665
H 1.733 -0.602 2.729
H 2.475 -1.517 1.698
O 1.982 -1.545 2.545
*
```

Output
lowest unoccupied orbital energy: -0.0049 hartree
SMILES string: CSSC[C@@H](C)N.O.O.O.O.O.O.O
energy relative to the best compared isomer or geometry (same formula, charge and spin): 0.0 kJ/mol
E: -1545.222522 hartree
orbital gap: 9.14 eV

These are the Löwdin partial charges, in e, on atoms 1 to 5: 0.04, -0.48, -0.08, -0.47, 0.47